Density functional theory data (wB97M-V/def2-TZVPD) for a molecular structure, C41H44IrN7O5PS3.

Values from the calculation:
* calculated total energy: -108532.063 eV
* gap between HOMO and LUMO (spin up / spin down): 0.16154 / 0.17728 Eh
* 2S+1: 2
* largest force on an atom: 0.0323 hartree/bohr

```
102
Properties=species:S:1:pos:R:3:forces:R:3
Ir -0.09006 -0.13395 -0.49262 -1.30 -0.69 0.27
C 0.66237 3.63187 1.70544 -0.10 0.14 0.09
C -0.03093 2.59326 0.86076 1.16 -0.79 0.35
N 0.61290 1.43718 0.68453 -1.07 0.15 -0.01
N 1.90444 1.50960 1.08552 1.32 0.74 0.68
C 2.73008 0.54838 1.21521 -0.67 -0.58 -0.85
S 2.51290 -1.17951 0.87051 0.34 0.47 -0.28
S 4.38617 0.89095 1.68186 0.34 -0.01 0.68
C 4.16285 1.66020 3.35000 -0.15 -0.07 -0.65
C 3.56146 0.67998 4.30284 -0.05 -0.02 0.09
C 2.17698 0.56914 4.41081 0.02 0.06 0.06
C 1.60880 -0.36544 5.26312 -0.02 0.03 0.04
C 2.41881 -1.20473 6.01312 -0.02 -0.02 0.04
C 3.79889 -1.10038 5.91184 0.03 -0.03 0.01
C 4.36605 -0.16731 5.05915 -0.03 0.05 -0.02
C -1.31522 2.91889 0.30902 -0.73 -0.20 -0.23
C -1.71173 4.27608 0.25096 -0.03 -0.03 0.01
C -2.93977 4.66254 -0.21988 0.09 0.29 0.04
C -3.86550 3.69413 -0.62223 0.13 -0.31 0.05
C -3.51947 2.36695 -0.59084 -0.30 0.15 -0.11
C -2.23522 1.94384 -0.18695 0.45 0.20 0.24
O -1.96814 0.68094 -0.25079 0.00 -0.14 -0.41
H 1.25460 3.14666 2.47368 0.01 0.07 -0.03
H -0.06021 4.28398 2.18746 -0.02 0.02 -0.08
H 1.34780 4.23678 1.10734 0.01 0.00 0.00
H 3.53978 2.54057 3.20745 0.07 0.07 0.13
H 5.17141 1.95603 3.63279 -0.03 0.07 0.07
H 1.54143 1.22673 3.82967 0.00 0.00 0.01
H 0.53122 -0.43071 5.34762 -0.01 -0.02 -0.01
H 1.97710 -1.93198 6.68169 0.00 0.00 0.01
H 4.43639 -1.74524 6.50246 0.00 -0.01 0.00
H 5.44364 -0.08925 4.97873 0.01 -0.01 0.00
H -1.01202 5.04474 0.54792 -0.02 0.00 0.03
H -3.18876 5.71391 -0.27184 0.00 0.00 0.00
H -4.84480 3.98819 -0.97730 -0.02 0.00 0.02
H -4.20774 1.59878 -0.91969 0.02 -0.03 -0.01
N 1.65979 -1.22356 -0.56541 -0.42 0.23 0.33
C 2.25734 -1.85369 -1.64131 0.38 0.14 -0.29
C 1.32786 -2.49425 -2.64127 0.11 0.24 -0.09
C 2.05690 -3.18636 -3.75100 0.11 -0.05 0.18
C 3.40992 -3.19270 -3.86154 -0.21 -0.12 -0.20
C 4.22119 -2.53172 -2.91854 0.10 0.04 0.13
C 3.62505 -1.88557 -1.82809 -0.08 0.04 0.04
H 0.69175 -3.23178 -2.12966 -0.04 0.10 0.03
H 1.44743 -3.73813 -4.45397 -0.01 0.05 -0.07
H 3.87324 -3.72211 -4.68568 0.00 0.01 -0.01
H 5.29601 -2.51625 -3.03312 0.01 -0.01 0.01
H 4.25573 -1.39557 -1.09653 0.02 0.02 -0.02
S -0.21865 3.95885 -2.99565 0.18 -0.49 0.01
C -1.44013 2.85941 -3.49028 0.18 0.15 0.05
C -1.16702 1.61749 -3.02669 -0.31 -0.05 -0.34
N -0.01121 1.52435 -2.29942 0.08 -0.78 1.36
C 0.58655 2.67544 -2.20145 0.20 0.44 -0.26
H -2.27697 3.18593 -4.08230 -0.04 -0.05 0.00
H -1.77521 0.73843 -3.18421 0.06 -0.05 0.08
H 1.52385 2.82315 -1.68544 -0.02 -0.03 0.09
C -1.70805 -4.29200 0.44235 -0.05 -0.21 0.06
O -0.89370 -3.13782 0.22020 0.27 0.35 0.31
P -0.93671 -1.86115 1.17192 -0.14 -0.29 -1.47
O -2.51264 -1.71752 1.41001 0.41 0.35 -0.05
C -3.00852 -0.67823 2.26091 -0.06 0.18 0.18
O -0.59038 -2.48498 2.64015 0.22 1.04 -0.77
C 0.72004 -2.97566 2.94439 0.33 -0.18 0.17
H -1.34989 -5.05384 -0.24512 -0.01 0.03 -0.01
H -2.75096 -4.06443 0.22833 0.03 0.05 -0.03
H -1.61733 -4.65084 1.46823 0.02 0.04 0.01
H -4.09280 -0.75134 2.24423 0.02 -0.01 -0.02
H -2.70545 0.30092 1.88938 -0.02 -0.09 -0.01
H -2.64918 -0.81769 3.28181 -0.02 -0.07 -0.01
H 0.60042 -3.70562 3.74368 -0.07 0.01 -0.03
H 1.37092 -2.16970 3.28223 -0.12 -0.07 -0.03
H 1.17509 -3.45947 2.07787 -0.08 -0.02 0.03
C 6.43819 3.63376 -5.75187 -0.04 -0.10 -0.01
C 5.27999 2.68785 -5.58028 0.05 0.08 -0.02
C 5.19263 1.85276 -4.47175 -0.06 0.02 -0.04
C 4.17305 0.92441 -4.35264 0.01 0.00 0.01
C 3.20921 0.80121 -5.35155 -0.09 0.02 -0.07
N 2.21608 -0.18403 -5.17621 0.25 0.21 0.12
C 1.27022 -0.55560 -6.08468 -0.84 -0.42 0.02
O 1.19479 -0.14585 -7.23144 0.25 0.10 -0.02
N 0.32059 -1.49536 -5.66814 0.64 0.11 -0.28
C -0.33924 -1.76571 -4.45868 -0.97 -0.19 0.38
C -1.53967 -2.39652 -4.48075 0.88 0.36 -0.31
C -2.34068 -2.47341 -3.30202 -0.30 0.00 0.82
C -1.91636 -1.81458 -2.18076 -0.48 -0.67 -0.41
N -0.71047 -1.24775 -2.07205 -0.20 0.56 0.01
C 0.26819 -1.39770 -3.13437 0.39 -0.48 0.26
C 3.25664 1.66473 -6.44339 -0.03 0.02 -0.11
C 4.28680 2.58754 -6.54727 0.02 -0.06 0.16
H 6.84867 3.93262 -4.78765 0.02 0.04 -0.01
H 6.14192 4.52811 -6.29954 0.02 0.02 0.01
H 7.23570 3.14644 -6.31779 0.05 0.07 0.01
H 5.93783 1.92317 -3.68774 0.01 -0.01 0.01
H 4.12828 0.28245 -3.48213 -0.02 -0.09 0.03
H 2.36718 -0.79326 -4.38745 -0.02 -0.12 -0.03
H -0.22672 -1.75963 -6.47272 -0.01 0.09 -0.06
H -1.93256 -2.76715 -5.42185 -0.05 0.10 -0.05
H -3.30830 -2.95174 -3.31681 -0.04 0.07 -0.01
H -2.57498 -1.70177 -1.32720 0.04 -0.04 0.03
H 0.79862 -0.44717 -3.22671 0.08 -0.12 0.00
H 2.50570 1.59785 -7.21316 0.01 -0.04 0.00
H 4.31902 3.23950 -7.41243 -0.01 0.01 -0.01
```
Forces are in eV/Å.


Density functional theory data (wB97M-V/def2-TZVPD) for 2 unconnected molecules or ions with the total composition C41H44N5O3S.

Values from the calculation:
* calculated total energy: -67651.265 eV
* gap between HOMO and LUMO: 0.16869 Eh
* largest force on an atom: 0.0645 hartree/bohr
* net charge: +1

```
94
Properties=species:S:1:pos:R:3:forces:R:3
C -2.98192 6.28970 1.75700 0.48 -0.03 -0.03
N -2.71891 4.87351 1.94201 -0.26 -1.33 0.15
C -3.73342 3.97532 2.19259 0.50 0.70 -0.08
O -4.91368 4.22488 2.30887 0.87 -0.26 -0.09
C -3.08632 2.60123 2.28819 0.06 -1.04 0.53
C -3.62978 1.63919 1.22968 0.19 -0.14 -0.44
C -5.10123 1.37100 1.35993 -0.22 0.08 0.01
C -5.98003 1.73503 0.35100 0.29 0.03 0.03
C -7.33834 1.53939 0.49436 -0.11 0.06 -0.20
C -7.83905 0.97776 1.64973 -0.24 0.00 0.01
C -6.97370 0.59969 2.65469 0.04 -0.10 0.29
C -5.61444 0.78883 2.50775 0.17 0.05 -0.07
N -1.61303 2.80766 2.14407 0.54 -0.91 0.21
C -0.67420 1.83256 2.25259 -2.60 2.05 -0.19
C 0.67316 2.08779 2.10101 2.13 -0.09 -0.13
C 1.71484 1.19267 2.21578 -1.78 0.58 -0.01
C 3.08222 1.55968 2.06441 1.51 0.38 -0.18
C 4.09167 0.58844 2.22318 -0.98 0.34 -0.05
C 5.41501 0.91065 2.07671 1.05 0.06 -0.08
C 5.79289 2.20960 1.76808 -1.30 -0.48 0.18
N 7.19125 2.54883 1.60616 3.11 0.72 -0.34
O 7.49063 3.72419 1.32089 -0.99 -1.97 0.51
O 8.04458 1.65475 1.75768 -1.88 1.29 -0.18
C 4.81937 3.18523 1.61078 0.61 0.50 -0.14
C 3.49203 2.87602 1.75446 -0.34 -0.66 0.16
C -1.35496 4.27375 1.90544 -0.27 0.79 -0.10
C -0.76136 4.49640 0.51801 -0.01 -0.17 -0.16
C -0.54038 4.87505 3.04898 0.02 -0.16 0.19
H -4.05265 6.47406 1.81568 0.05 -0.24 0.04
H -2.47693 6.86745 2.52820 -0.05 0.14 0.06
H -2.61809 6.61168 0.78333 -0.05 0.10 -0.08
H -3.27265 2.19980 3.29205 -0.05 0.06 -0.15
H -3.42298 2.06803 0.24403 0.00 -0.01 0.01
H -3.07974 0.69302 1.27279 0.07 0.05 0.11
H -5.58822 2.18852 -0.54350 0.03 0.14 -0.24
H -8.01085 1.84132 -0.29102 -0.09 0.04 -0.15
H -8.90261 0.84445 1.77144 -0.10 -0.03 0.01
H -7.36104 0.17377 3.56525 -0.04 -0.12 0.14
H -4.93557 0.49889 3.29181 0.08 -0.14 0.30
H -1.00196 0.83251 2.47054 -0.45 -0.26 0.04
H 0.93959 3.09824 1.87510 0.09 0.11 -0.03
H 1.49851 0.16271 2.43559 -0.06 -0.42 0.04
H 3.80379 -0.42254 2.44873 0.01 -0.26 0.05
H 6.18704 0.16909 2.19090 0.08 -0.16 0.03
H 5.14289 4.18510 1.37326 -0.04 0.15 -0.04
H 2.75776 3.65079 1.62343 0.00 0.23 -0.05
H -1.45419 4.11753 -0.23067 -0.06 -0.02 -0.06
H -0.60286 5.55481 0.32205 0.00 0.04 0.13
H 0.18389 3.98102 0.37474 0.05 0.08 -0.02
H -1.08656 4.74358 3.98129 -0.05 0.00 0.06
H 0.43069 4.40429 3.17237 0.05 0.10 -0.02
H -0.38342 5.94214 2.90317 -0.03 -0.02 -0.15
C 0.85114 -2.98418 -5.49699 0.04 -0.03 0.17
C 0.16793 -2.51322 -4.20824 -0.02 -0.29 0.27
C -0.57353 -1.20631 -4.48532 0.03 0.01 0.13
C 1.16895 -2.37282 -3.02597 -0.05 0.09 -0.03
C 2.00581 -3.64420 -2.83327 0.01 -0.07 0.23
N 2.77117 -3.58104 -1.58574 0.37 0.00 -0.08
C 3.95894 -4.32655 -1.35981 -0.62 0.51 0.29
C 4.47999 -4.09811 -0.08334 -0.32 0.14 -0.34
C 5.62132 -4.75652 0.32973 -0.15 0.27 0.22
C 6.25492 -5.63153 -0.53419 0.08 -0.08 -0.08
C 5.74995 -5.85185 -1.80655 0.13 0.02 0.20
C 4.60430 -5.20761 -2.22672 -0.69 0.48 0.03
S 3.50267 -2.91170 0.79615 -0.01 -0.14 -0.07
C 2.35843 -2.74270 -0.55062 -0.24 -0.14 -0.74
N 1.33591 -1.96080 -0.53544 1.96 -0.93 1.27
C 0.48888 -1.94460 -1.67498 -0.74 0.73 -1.31
C -0.81544 -2.67147 -1.40575 0.12 0.18 -0.04
C -2.02588 -1.99372 -1.46558 0.20 -0.04 0.07
C -3.22171 -2.66757 -1.31737 -0.20 0.14 -0.01
C -3.22428 -4.02815 -1.09062 -0.24 -0.14 -0.02
C -2.02607 -4.70499 -0.98406 0.09 -0.23 0.01
C -0.83074 -4.02770 -1.13091 0.07 0.01 0.02
H 1.61119 -2.26902 -5.81292 0.09 0.09 0.00
H 1.33632 -3.95342 -5.38121 -0.05 -0.04 -0.03
H 0.13390 -3.07153 -6.31504 -0.04 0.00 0.10
H -0.56785 -3.27718 -3.90442 0.13 0.18 -0.14
H 0.12361 -0.42719 -4.79254 0.14 0.07 -0.04
H -1.29921 -1.32481 -5.29094 0.02 -0.09 0.01
H -1.10853 -0.84253 -3.61067 -0.04 -0.01 -0.04
H 1.86977 -1.57053 -3.30062 -0.04 -0.02 0.17
H 1.36869 -4.53122 -2.79861 -0.14 -0.04 -0.11
H 2.70379 -3.79053 -3.66336 -0.07 0.18 0.16
H 6.00538 -4.57608 1.31792 0.18 -0.02 0.22
H 7.15219 -6.13908 -0.21964 0.09 -0.06 0.08
H 6.25636 -6.53166 -2.47195 0.03 -0.08 -0.10
H 4.20602 -5.37484 -3.21165 -0.06 -0.11 -0.21
H 0.22175 -0.88044 -1.78788 -0.06 -0.28 -0.21
H -2.02862 -0.92826 -1.62429 -0.01 0.25 -0.11
H -4.15510 -2.13327 -1.39692 -0.14 0.10 0.03
H -4.15937 -4.55932 -1.00223 -0.09 -0.06 0.04
H -2.02743 -5.76831 -0.80737 0.04 -0.16 0.09
H 0.10776 -4.54245 -1.02466 0.17 -0.27 0.05
```
Forces are in eV/Å.